No. 1
# C4H7N3

The molecule C4H7N3 (ωB97M-V/def2-TZVPD, OMol25).

E_tot = -8729.95728 eV
gap between HOMO and LUMO = 8.65 eV
HOMO = -7.856 eV
ΔE to the lowest compared entry with this formula, charge and spin = 39.7 kcal/mol
SMILES = [H]/N=C1\C=C(N)NC1

Geometry (Å):
N -2.376559 -0.261419 -0.091436
C -1.006674 -0.096054 -0.051799
C -0.038528 -1.042743 -0.308711
C 1.222507 -0.381778 -0.088895
N 2.461618 -0.576358 0.221440
C 0.972368 1.077399 0.061596
N -0.490883 1.141173 0.306608
H -2.680899 -1.226311 -0.121949
H -2.907395 0.287516 0.573000
H -0.217166 -2.106863 -0.396127
H 1.969311 1.052240 0.696934
H 2.915760 -1.446265 0.017081
H 1.207481 1.619636 -0.860966
H -1.030936 1.959825 0.043220

Atoms 1-3, force components in eV/Å:
0.2 0.0 0.1
0.3 -0.1 0.1
0.1 0.0 0.0



No. 2
# C4H7N3

A 2-piece molecular cluster, C4H7N3 overall (ωB97M-V/def2-TZVPD, OMol25).

E_tot = -8727.39754 eV
gap between HOMO and LUMO (alpha / beta) = 7.65 / 7.66 eV
HOMO (alpha / beta) = -7.277 / -7.280 eV
ΔE to the lowest compared entry with this formula, charge and spin = 98.7 kcal/mol

Geometry (Å):
C -0.492615 -0.511307 2.859284
C -0.447148 -0.844906 -0.760588
C -0.459096 0.659235 -0.622634
C -0.202587 -0.231330 1.460582
N -0.821152 -0.872200 3.885247
N 0.239175 -1.144428 0.539048
N -0.644872 0.913883 0.800946
H -1.472103 -1.243162 -0.870105
H 0.167911 -1.200844 -1.619950
H 0.462556 1.181027 -0.986722
H -1.324828 1.044026 -1.117890
H 1.384922 0.114187 2.616300
H 0.101830 -2.161029 0.737207
H -1.009614 1.715688 1.277297

Atoms 1-3, force components in eV/Å:
0.8 0.6 -3.9
1.2 0.4 0.2
0.0 1.8 -0.5



No. 3
# C4H7N3

The molecule C4H7N3 (ωB97M-V/def2-TZVPD, OMol25).

E_tot = -8731.11026 eV
gap between HOMO and LUMO = 9.73 eV
HOMO = -8.634 eV
ΔE to the lowest compared entry with this formula, charge and spin = 13.1 kcal/mol
SMILES = CNc1cc[nH]n1

Geometry (Å):
C -0.366392 -0.694038 2.035836
N -1.028942 0.228587 1.107965
C -0.390953 0.258026 -0.149323
N -0.784039 -0.483108 -1.176170
N 0.098512 -0.196711 -2.150227
C 1.059847 0.673878 -1.759333
C 0.768407 1.010549 -0.459495
H 0.711174 -0.641669 1.854625
H -0.546242 -0.408092 3.077594
H -0.674552 -1.740979 1.894306
H -2.005867 -0.019576 0.987569
H 0.021156 -0.680072 -3.029573
H 1.857388 0.985488 -2.422867
H 1.280500 1.707717 0.189094

Atoms 1-3, force components in eV/Å:
0.1 -0.1 0.2
-0.1 -0.1 -0.2
0.1 0.0 0.0



No. 4
# C4H7N3

The molecule C4H7N3 (ωB97M-V/def2-TZVPD, OMol25).

E_tot = -8731.62919 eV
gap between HOMO and LUMO = 8.58 eV
HOMO = -7.530 eV
ΔE to the lowest compared entry with this formula, charge and spin = 1.2 kcal/mol
SMILES = Nc1c[nH]c(N)c1

Geometry (Å):
N 2.381261 -0.729199 0.391359
C 1.024231 -0.353882 0.261835
C 0.342198 0.401461 -0.663309
C -1.016235 0.482115 -0.223705
N -2.096861 1.161355 -0.851000
C -1.113178 -0.232588 0.942743
N 0.133793 -0.749562 1.218841
H 2.560618 -1.644340 -0.010027
H 2.980400 -0.063906 -0.082889
H 0.757050 0.837592 -1.565449
H -2.666180 0.527590 -1.397725
H -1.753917 1.870964 -1.486328
H -1.958002 -0.404877 1.593782
H 0.410243 -1.209812 2.069458

Atoms 1-3, force components in eV/Å:
0.1 0.0 -0.2
-0.2 0.0 0.0
0.1 0.0 0.0



No. 5
# C4H7N3

C4H7N3 as an isolated structure (ωB97M-V/def2-TZVPD, OMol25).

E_tot = -8725.56705 eV
gap between HOMO and LUMO = 9.11 eV
HOMO = -8.860 eV
ΔE to the lowest compared entry with this formula, charge and spin = 141.0 kcal/mol

Geometry (Å):
C 1.918163 -0.098214 -1.101344
C 0.592083 0.481256 -0.625369
N 0.113832 -0.174437 0.590667
C -0.991126 -0.872635 0.656263
N -2.641831 0.050124 0.327540
C -1.686034 -1.418202 1.769796
N -2.491172 -0.353992 1.586514
H 1.816448 -1.163759 -1.332344
H 2.700189 0.014190 -0.341340
H 2.253656 0.424071 -2.002365
H -0.193872 0.345952 -1.373719
H 0.676801 1.557111 -0.431094
H 0.661493 -0.058995 1.437667
H -2.868677 -0.783318 -0.224818

Atoms 1-3, force components in eV/Å:
0.0 0.0 0.0
0.0 0.0 -0.1
0.0 -0.1 0.1



No. 6
# C4H7N3

The molecule C4H7N3 (ωB97M-V/def2-TZVPD, OMol25).

E_tot = -8727.98749 eV
gap between HOMO and LUMO = 8.34 eV
HOMO = -7.593 eV
ΔE to the lowest compared entry with this formula, charge and spin = 85.1 kcal/mol

Geometry (Å):
C 2.287144 0.573056 0.296465
N 1.283459 0.224278 -0.703895
C -0.087590 -0.050350 -0.359169
N 0.057173 1.139583 -0.837251
N -2.607486 0.542802 -0.111824
C -2.248212 -0.624488 0.285626
C -0.861231 -1.023431 0.178440
H 1.758570 0.847567 1.209441
H 2.942267 -0.281574 0.488318
H 2.869880 1.426601 -0.057213
H 1.629724 -0.114773 -1.596014
H -3.604510 0.688384 0.017588
H -2.945273 -1.359644 0.709851
H -0.473917 -1.988014 0.479638

Atoms 1-3, force components in eV/Å:
0.0 0.0 0.1
0.4 -0.2 -0.1
0.0 0.3 -0.1



No. 7
# C4H7N3

The molecule C4H7N3 (ωB97M-V/def2-TZVPD, OMol25).

E_tot = -8728.17194 eV
gap between HOMO and LUMO = 8.91 eV
HOMO = -7.833 eV
ΔE to the lowest compared entry with this formula, charge and spin = 80.9 kcal/mol
SMILES = CC1=N[C@H]1/C=N/N

Geometry (Å):
C -2.168185 -0.823017 -0.049977
N 1.220012 -0.380797 -0.169812
C -1.210869 0.136287 0.481181
N 2.514953 -0.820407 -0.307416
C 1.019634 0.894599 -0.246440
C -0.244562 1.410875 0.176981
N -0.931747 0.896209 1.419343
H 3.225844 -0.229832 0.121416
H 2.602810 -1.784234 -0.018412
H 1.780797 1.587244 -0.617464
H -0.590924 2.378317 -0.164716
H -1.749988 -1.294674 -0.939939
H -2.363045 -1.627229 0.657158
H -3.104732 -0.343342 -0.341902

Atoms 1-3, force components in eV/Å:
0.1 -0.9 -0.5
0.1 1.1 0.4
0.6 3.8 -0.7



No. 8
# C4H7N3

C4H7N3 as an isolated structure (ωB97M-V/def2-TZVPD, OMol25).

E_tot = -8727.82180 eV
gap between HOMO and LUMO = 9.04 eV
HOMO = -8.143 eV
ΔE to the lowest compared entry with this formula, charge and spin = 89.0 kcal/mol

Geometry (Å):
C 1.658273 0.396709 0.102124
C -0.924418 0.982376 -0.703956
C -0.708043 1.277889 0.746328
C 0.340213 0.148797 0.452018
N 2.702648 0.587952 -0.340279
N 0.381622 -2.109639 -0.361258
N -0.070014 -1.169788 0.558512
H -1.628978 0.229888 -1.093194
H -0.481619 1.654470 -1.526230
H -0.323301 2.158316 1.093505
H -1.319606 1.078623 1.577768
H -0.156080 -1.893093 -1.179624
H 1.384023 -1.988099 -0.508679
H -0.854723 -1.354395 1.182969

Atoms 1-3, force components in eV/Å:
1.1 0.7 -0.8
2.2 0.6 -0.1
0.9 -2.8 -1.4



No. 9
# C4H7N3

The molecule C4H7N3 (ωB97M-V/def2-TZVPD, OMol25).

E_tot = -8728.84487 eV
gap between HOMO and LUMO = 8.77 eV
HOMO = -8.753 eV
ΔE to the lowest compared entry with this formula, charge and spin = 65.4 kcal/mol

Geometry (Å):
C -1.547723 0.730205 -0.624907
C -0.434059 -1.122238 0.484345
N -1.100480 0.106670 0.617166
C 1.379689 0.319118 -0.124654
N 0.967326 -0.901957 -0.223400
C 2.594677 0.859201 -0.579765
N 3.477340 1.594899 -0.783641
H -0.814909 1.444996 -1.016615
H -2.490436 1.249899 -0.444566
H -1.713748 -0.032463 -1.391652
H -1.055196 -1.822090 -0.084851
H -0.232769 -1.537581 1.479468
H -0.475345 0.747359 1.101769
H 1.521570 -1.649117 -0.662067

Atoms 1-3, force components in eV/Å:
-0.1 0.0 -0.1
0.4 -0.1 -0.2
-0.1 0.0 0.2



No. 10
# C4H7N3

The molecule C4H7N3 (ωB97M-V/def2-TZVPD, OMol25).

E_tot = -8728.96399 eV
gap between HOMO and LUMO = 9.64 eV
HOMO = -8.549 eV
ΔE to the lowest compared entry with this formula, charge and spin = 62.6 kcal/mol
SMILES = [H]/N=C/N(C=C)N=C

Geometry (Å):
C -0.854293 -1.823594 -0.103970
C -0.441808 -0.758503 0.524438
C 1.251711 0.932976 0.967984
C -0.682440 0.717326 -1.967146
H -1.571662 -2.508674 0.376058
H -0.388758 -2.177172 -1.040198
H -0.930628 -0.480062 1.521024
H 1.575151 1.983530 0.681572
H 2.054290 1.033887 2.734882
H -1.519368 0.156459 -1.693629
H -0.716329 1.303585 -2.878922
N 0.429631 0.266095 -0.005018
N 1.459509 0.411071 2.085299
N 0.334994 0.943075 -1.202373

Atoms 1-3, force components in eV/Å:
0.1 -2.0 -0.8
-0.9 2.4 1.4
-0.6 1.2 -1.5



No. 11
# C4H7N3

C4H7N3 as an isolated structure (ωB97M-V/def2-TZVPD, OMol25).

E_tot = -8727.00861 eV
gap between HOMO and LUMO = 7.78 eV
HOMO = -7.076 eV
ΔE to the lowest compared entry with this formula, charge and spin = 107.7 kcal/mol

Geometry (Å):
C 2.284802 0.102148 0.240702
N 1.146094 0.349421 -0.611363
C -0.120772 0.113287 -0.243066
N -1.128331 0.371341 -1.187032
N -2.351309 0.722865 -0.290481
C -1.996071 -0.483013 0.237663
C -0.686369 -0.494184 0.853370
H 2.076035 -0.771573 0.865126
H 3.164156 -0.118857 -0.370488
H 2.512954 0.954086 0.894003
H 1.256402 0.876554 -1.465579
H -3.137398 0.600153 -0.929654
H -2.666054 -1.346963 0.154948
H -0.334452 -0.908313 1.783681

Atoms 1-3, force components in eV/Å:
0.1 -0.1 0.1
-0.2 0.1 0.0
0.3 0.0 -0.1



No. 12
# C4H7N3

The molecule C4H7N3 (ωB97M-V/def2-TZVPD, OMol25).

E_tot = -8730.58899 eV
gap between HOMO and LUMO = 10.43 eV
HOMO = -9.643 eV
ΔE to the lowest compared entry with this formula, charge and spin = 25.1 kcal/mol

Geometry (Å):
C -1.822942 0.090892 -0.410588
C -0.947835 -0.387427 0.745004
N 0.355907 0.251891 0.798499
C 1.339031 -0.129925 -0.064486
N 1.287811 -1.153337 -0.813795
C 3.149392 1.668814 -0.270000
N 2.423323 0.770221 -0.038441
H -1.330439 -0.104050 -1.367878
H -2.033184 1.163970 -0.337533
H -2.779825 -0.441626 -0.403569
H -0.767014 -1.461089 0.658249
H -1.435185 -0.205626 1.707847
H 0.406065 1.203871 1.128024
H 2.154889 -1.266578 -1.331339

Atoms 1-3, force components in eV/Å:
0.0 0.0 -0.1
-0.1 -0.1 0.1
0.1 0.1 -0.1



No. 13
# C4H7N3

The molecule C4H7N3 (ωB97M-V/def2-TZVPD, OMol25).

E_tot = -8727.39437 eV
gap between HOMO and LUMO = 8.82 eV
HOMO = -8.848 eV
ΔE to the lowest compared entry with this formula, charge and spin = 98.8 kcal/mol
SMILES = [H]/N=N\C(CC=C)=N/[H]

Geometry (Å):
C -0.232487 -1.118156 -0.365220
C -1.367225 -0.130129 -0.170322
C 0.915781 -0.143140 -0.497121
C 2.099367 -0.154330 0.174369
N -1.276783 0.314801 1.126231
N -0.809375 1.389429 1.551283
N -2.173955 0.338304 -1.046104
H 0.043285 1.716162 1.075831
H -2.831168 0.954516 -0.553421
H -0.384356 -1.750383 -1.242249
H -0.094339 -1.758544 0.511868
H 0.922721 0.366047 -1.466688
H 3.011975 0.104712 -0.354741
H 2.176558 -0.129290 1.256282

Atoms 1-3, force components in eV/Å:
-0.8 1.2 0.6
1.5 -0.7 -1.1
2.4 -1.5 -1.3



No. 14
# C4H7N3

The molecule C4H7N3 (ωB97M-V/def2-TZVPD, OMol25).

E_tot = -8727.88743 eV
gap between HOMO and LUMO = 8.42 eV
HOMO = -7.934 eV
ΔE to the lowest compared entry with this formula, charge and spin = 87.4 kcal/mol

Geometry (Å):
C 1.120002 -1.911992 -0.209673
C 0.785980 -0.475880 0.165760
N -0.616797 -0.186558 -0.141992
C -1.262509 0.892243 0.267347
N -0.692884 2.009789 0.771398
C -1.880574 2.280707 -0.115584
N -2.580226 3.016317 -0.723606
H 1.050890 -2.063356 -1.291931
H 0.439339 -2.613211 0.285575
H 2.138373 -2.158869 0.101898
H 1.438537 0.220190 -0.375708
H 0.945191 -0.314361 1.239741
H -1.175039 -0.930108 -0.537632
H 0.289717 2.235090 0.564407

Atoms 1-3, force components in eV/Å:
0.0 0.0 0.0
0.1 0.0 0.0
-0.2 0.1 0.1



No. 15
# C4H7N3

The molecule C4H7N3 (ωB97M-V/def2-TZVPD, OMol25).

E_tot = -8731.18348 eV
gap between HOMO and LUMO = 9.62 eV
HOMO = -8.524 eV
ΔE to the lowest compared entry with this formula, charge and spin = 11.4 kcal/mol
SMILES = CNc1cc[nH]n1

Geometry (Å):
C 2.145930 0.579189 0.121427
N 1.251096 -0.103264 -0.813570
C -0.089390 -0.154306 -0.392411
N -1.008086 0.642009 -0.922630
N -2.152979 0.282811 -0.316155
C -1.983769 -0.699191 0.597887
C -0.647474 -1.021063 0.579892
H 2.154687 0.043463 1.075932
H 3.163821 0.568804 -0.281651
H 1.852701 1.622688 0.318154
H 1.275879 0.365314 -1.713418
H -3.004387 0.756742 -0.567030
H -2.815832 -1.094193 1.165972
H -0.142201 -1.789000 1.147595

Atoms 1-3, force components in eV/Å:
0.1 0.0 0.2
-0.1 0.2 -0.1
-0.1 0.0 0.0



No. 16
# C4H7N3

The molecule C4H7N3 (ωB97M-V/def2-TZVPD, OMol25).

E_tot = -8728.04940 eV
gap between HOMO and LUMO (alpha / beta) = 7.34 / 6.70 eV
HOMO (alpha / beta) = -6.301 / -5.722 eV
ΔE to the lowest compared entry with this formula, charge and spin = 83.7 kcal/mol

Geometry (Å):
C 2.328890 0.364427 0.099426
N 1.260284 0.646310 -0.691114
C 0.025578 0.222119 -0.498698
N -1.054697 0.619884 -1.242959
N -2.062432 0.121859 -0.552309
C -1.798534 -0.562056 0.557344
C -0.319714 -0.572499 0.718998
H 0.107552 -0.050848 1.614021
H 2.284959 -0.536692 0.696118
H 3.282132 0.752381 -0.228431
H 1.382612 1.310539 -1.448021
H -2.991919 0.289196 -0.915302
H -2.582700 -1.022131 1.138100
H 0.137987 -1.582489 0.752826

Atoms 1-3, force components in eV/Å:
0.3 -0.2 0.1
0.4 0.5 -0.7
-1.2 0.1 -0.3



No. 17
# C4H7N3

C4H7N3 as an isolated structure (ωB97M-V/def2-TZVPD, OMol25).

E_tot = -8723.68233 eV
gap between HOMO and LUMO = 7.40 eV
HOMO = -8.322 eV
ΔE to the lowest compared entry with this formula, charge and spin = 184.4 kcal/mol

Geometry (Å):
C -0.760977 0.136279 -0.058098
C -0.050744 1.278390 -0.269431
C 1.380194 1.154211 0.017920
C 0.107022 -1.102179 0.078873
H -2.364541 1.079397 -0.770577
H -2.613551 -0.261228 1.172099
H -0.531004 2.215135 -0.252850
H 2.046559 2.024269 0.341084
H 1.714983 -1.845334 0.101287
H -0.303402 -2.219209 -0.034729
H 0.262175 -1.289164 1.094312
N -2.145177 -0.173523 -0.492439
N 1.974228 0.064342 -0.318111
N 1.284232 -1.061390 -0.609343

Atoms 1-3, force components in eV/Å:
-0.3 -1.7 -3.4
-0.6 -1.6 2.3
0.8 0.3 -1.2



No. 18
# C4H7N3

The molecule C4H7N3 (ωB97M-V/def2-TZVPD, OMol25).

E_tot = -8730.75801 eV
gap between HOMO and LUMO = 10.21 eV
HOMO = -9.348 eV
ΔE to the lowest compared entry with this formula, charge and spin = 21.2 kcal/mol
SMILES = Cc1cn(C)nn1

Geometry (Å):
C -1.073011 -2.171958 0.222670
N -0.848461 -0.747214 0.129554
C 0.147596 -0.142218 -0.549602
C 0.217857 1.115711 -0.017229
C 1.358330 2.050208 -0.242751
N -0.766902 1.231157 0.919463
N -1.392796 0.097576 1.014140
H -1.946601 -2.335255 0.851312
H -0.202238 -2.650024 0.684260
H -1.228303 -2.593497 -0.772269
H 0.693121 -0.613419 -1.354442
H 1.971120 2.098462 0.663095
H 1.982055 1.592665 -1.016140
H 1.088233 3.067806 -0.532061

Atoms 1-3, force components in eV/Å:
-0.1 -0.1 0.0
0.0 0.1 0.0
-0.1 0.0 0.0